Molecular formula: C3H5N3
Method: DFT, ωB97M-V/def2-TZVPD

relative energy (zero: lowest compared OMol25 entry of this formula, charge and spin)	52.2	kcal/mol
frontier orbital gap	0.390	hartree
SMILES	CN=C=N.C#N
LUMO level	0.0348	hartree
HOMO level	-0.3552	Eh

Last columns: bonded neighbours and bond lengths (Å).
Cartesian coordinates (Å):
1 C 1.5078 0.4361 0.8578  N2 1.427, H7 1.088, H8 1.094, H9 1.094
2 N 0.7051 0.3649 -0.3199  C1 1.427, C3 1.192
3 C 0.0106 -0.4362 -0.8650  N2 1.192, N4 1.245
4 N -0.7260 -1.1752 -1.5442  C3 1.245, H10 1.030
5 C -2.2785 0.3589 0.1452  N6 1.153, H11 1.067
6 N -1.5863 0.7647 0.9726  C5 1.153
7 H 2.1124 1.3342 0.7508  C1 1.088
8 H 0.9058 0.5105 1.7681  C1 1.094
9 H 2.1556 -0.4440 0.9127  C1 1.094
10 H 0.0420 -1.7354 -1.9400  N4 1.030
11 H -2.9078 -0.0003 -0.6376  C5 1.067

Here are the Löwdin charges for atoms 1 to 2, given in e: -0.108 0.032



Molecular formula: C3H5N3
Method: DFT, ωB97M-V/def2-TZVPD

relative energy (zero: lowest compared OMol25 entry of this formula, charge and spin)	77.0	kcal/mol
frontier orbital gap	0.331	hartree
SMILES	Nc1c[nH]cn1
LUMO level	0.0259	hartree
HOMO level	-0.3054	Eh

Last columns: bonded neighbours and bond lengths (Å).
Cartesian coordinates (Å):
1 N 2.0530 -0.3332 -0.1126  C2 1.400, H7 1.019, H8 1.012
2 C 0.6803 -0.0601 -0.0894  N1 1.400, C3 1.403, N6 1.347
3 C -0.0915 1.0716 -0.3905  C2 1.403, N4 1.818, H9 1.070
4 N -1.7239 0.2768 -0.4849  C3 1.818, C5 1.309, H10 1.044
5 C -1.3336 -0.6150 0.3902  N4 1.309, N6 1.315, H11 1.080
6 N -0.0928 -1.0513 0.3934  C2 1.347, C5 1.315
7 H 2.2639 -1.2473 0.2848  N1 1.019
8 H 2.7278 0.3593 0.1848  N1 1.012
9 H 0.1172 1.7144 -1.2200  C3 1.070
10 H -2.7167 0.5273 -0.2788  N4 1.044
11 H -1.8625 -0.6356 1.3313  C5 1.080

Here are the Löwdin charges for atoms 1 to 2, given in e: 0.105 -0.461



Molecular formula: C3H5N3
Method: DFT, ωB97M-V/def2-TZVPD

relative energy (zero: lowest compared OMol25 entry of this formula, charge and spin)	67.4	kcal/mol
frontier orbital gap (spin up / spin down)	0.308 / 0.308	hartree
LUMO level (spin up / spin down)	0.0159 / 0.0160	hartree
HOMO level (spin up / spin down)	-0.2919 / -0.2919	Eh

Last columns: bonded neighbours and bond lengths (Å).
Cartesian coordinates (Å):
1 C -1.6661 -0.6278 -0.4344  C2 1.335, H8 1.086, H9 1.083
2 C -0.3996 -0.3215 -0.1432  C1 1.335, N3 1.411, C6 1.514
3 N 0.6694 -1.2339 -0.0149  C2 1.411, N4 1.296
4 N 1.6849 -0.4509 0.1736  N3 1.296, N5 1.277, H10 1.019
5 N 1.6149 0.8210 0.2570  N4 1.277, C6 1.464
6 C 0.1676 1.0365 0.2130  C2 1.514, N5 1.464, H7 1.097, H11 1.093
7 H -0.1588 1.2652 1.2351  C6 1.097
8 H -2.3957 0.1599 -0.5956  C1 1.086
9 H -2.0022 -1.6549 -0.5019  C1 1.083
10 H 2.6053 -0.8807 0.2517  N4 1.019
11 H -0.1083 1.8767 -0.4291  C6 1.093

Here are the Löwdin charges for atoms 1 to 2, given in e: 0.030 -0.373